{
  "formula": "C41H67BGe2HgN2O2PS",
  "method": "ωB97M-V with the def2-TZVPD basis set",
  "elements": ["Hg", "C", "C", "Ge", "C", "C", "C", "C", "Ge", "C", "C", "C", "C", "C", "C", "C", "C", "C", "C", "H", "H", "H", "H", "H", "H", "H", "H", "H", "H", "H", "H", "H", "H", "H", "H", "H", "H", "H", "H", "H", "H", "H", "H", "H", "H", "O", "B", "O", "C", "C", "C", "C", "C", "C", "H", "H", "H", "H", "C", "C", "C", "C", "C", "C", "P", "C", "C", "C", "C", "C", "C", "C", "C", "C", "C", "C", "C", "H", "H", "H", "H", "H", "H", "H", "H", "H", "H", "H", "H", "H", "H", "H", "H", "H", "H", "H", "H", "H", "H", "H", "H", "H", "H", "H", "H", "H", "H", "H", "H", "H", "N", "C", "N", "S", "H", "H", "H", "H"],
  "coordinates": [[0.2301, 0.7668, -0.4911], [4.8518, 2.5623, -1.1604], [3.3392, 2.3403, -1.1266], [2.8154, 0.5471, -0.4708], [3.9270, -0.7537, -1.4719], [5.1680, -1.2156, -0.7083], [3.4652, 0.5522, 1.3773], [2.6819, 0.5289, 2.4591], [0.7320, 0.4078, 2.1916], [0.2445, -1.3251, 3.0140], [-0.2707, -1.3576, 4.4543], [-0.2436, 2.0090, 2.8393], [-1.1426, 1.9077, 4.0711], [3.2412, 0.5426, 3.8417], [2.4856, 1.0181, 4.9118], [2.9928, 1.0467, 6.2036], [4.2743, 0.5844, 6.4564], [5.0370, 0.0897, 5.4054], [4.5259, 0.0657, 4.1188], [5.1051, 3.5834, -1.4573], [5.3425, 1.8906, -1.8689], [5.3067, 2.3913, -0.1819], [2.9100, 2.4981, -2.1206], [2.8566, 3.0638, -0.4638], [4.2110, -0.2619, -2.4073], [3.3288, -1.6158, -1.7553], [5.8260, -0.3800, -0.4611], [5.7535, -1.9308, -1.2919], [4.8973, -1.7011, 0.2324], [4.5447, 0.6314, 1.5237], [1.1637, -1.9139, 2.9321], [-0.4817, -1.8095, 2.3634], [0.4525, -0.9366, 5.1543], [-0.4640, -2.3869, 4.7680], [-1.2018, -0.8044, 4.5698], [-0.8527, 2.3432, 1.9985], [0.5232, 2.7799, 2.9573], [-1.9232, 1.1572, 3.9333], [-1.6454, 2.8614, 4.2504], [-0.6055, 1.6508, 4.9859], [1.4855, 1.3920, 4.7300], [2.3812, 1.4306, 7.0105], [4.6744, 0.6018, 7.4619], [6.0344, -0.2881, 5.5928], [5.1240, -0.3511, 3.3186], [-0.9199, 3.2057, -2.2730], [-0.5249, 2.6929, -1.0378], [-0.3788, 3.7525, -0.1168], [-0.7049, 4.8947, -0.8068], [-0.7187, 6.1964, -0.3612], [-1.0889, 7.1699, -1.2902], [-1.4245, 6.8341, -2.5977], [-1.4025, 5.5093, -3.0358], [-1.0334, 4.5633, -2.1089], [-0.4564, 6.4443, 0.6582], [-1.1104, 8.2086, -0.9877], [-1.7070, 7.6149, -3.2914], [-1.6649, 5.2332, -4.0475], [1.7387, -5.5321, -0.6745], [0.5259, -5.2115, -1.5567], [-0.5585, -4.4950, -0.7576], [-0.0503, -3.1397, -0.2034], [1.4800, -3.0697, -0.1883], [2.0520, -4.3900, 0.3134], [-0.8256, -1.6471, -0.9661], [-2.6295, -1.8863, -0.6080], [-2.9348, -2.5976, 0.7258], [-4.3172, -2.1967, 1.2332], [-4.3104, -0.7166, 1.6465], [-3.3706, 0.1024, 0.7477], [-3.3093, -0.5033, -0.6492], [-0.7218, -1.9548, -2.8017], [-1.7931, -1.1918, -3.6150], [-1.2983, 0.1968, -4.0077], [-0.1397, 0.0855, -5.0103], [0.6605, -1.2087, -4.8025], [0.6918, -1.6024, -3.3293], [2.6054, -5.7261, -1.3100], [1.5489, -6.4545, -0.1206], [0.1289, -6.1298, -1.9941], [0.8303, -4.5792, -2.3960], [-0.8591, -5.1334, 0.0789], [-1.4545, -4.3628, -1.3688], [-0.3489, -3.0701, 0.8428], [1.7963, -2.2337, 0.4405], [1.8662, -2.8702, -1.1862], [1.6151, -4.6052, 1.2941], [3.1290, -4.3053, 0.4682], [-3.0303, -2.5078, -1.4157], [-2.2103, -2.3165, 1.4949], [-2.8529, -3.6787, 0.6043], [-4.6147, -2.8280, 2.0724], [-5.0530, -2.3654, 0.4410], [-3.9975, -0.6298, 2.6905], [-5.3244, -0.3112, 1.5907], [-2.3581, 0.1171, 1.1694], [-3.6898, 1.1435, 0.6909], [-2.7846, 0.1719, -1.3218], [-4.3255, -0.5983, -1.0464], [-0.8823, -3.0284, -2.9405], [-2.7375, -1.1273, -3.0755], [-2.0052, -1.7654, -4.5227], [-0.9699, 0.7243, -3.1085], [-2.1103, 0.7984, -4.4171], [0.5160, 0.9533, -4.9074], [-0.5287, 0.1065, -6.0314], [1.6792, -1.0952, -5.1777], [0.2114, -2.0247, -5.3772], [1.1153, -0.7737, -2.7503], [1.3653, -2.4495, -3.1855], [-6.4026, 1.3926, -2.2233], [-5.4725, 2.2215, -1.6966], [-5.8434, 2.8424, -0.5477], [-3.9741, 2.4442, -2.3802], [-7.2540, 1.1645, -1.7409], [-6.1366, 0.8514, -3.0255], [-6.8112, 2.8930, -0.2774], [-5.2319, 3.5716, -0.2235]],
  "s2": 0.757,
  "orbital_gap_ha": [0.2378, 0.2293],
  "spin_multiplicity": 2
}

{
  "formula": "C6H13NO",
  "method": "ωB97M-V with the def2-TZVPD basis set",
  "elements": ["C", "N", "C", "C", "C", "C", "C", "H", "H", "H", "H", "H", "H", "H", "H", "H", "H", "H", "H", "H", "O"],
  "coordinates": [[3.2956, -0.1679, -0.4007], [2.2379, -1.0090, -0.9761], [0.9287, -1.0070, -0.4364], [-0.1297, -0.9966, -1.2523], [-1.5108, -1.3646, -0.8464], [-2.1976, -0.9545, 0.2105], [-3.6625, -1.1817, 0.4443], [2.9535, 0.1569, 0.5824], [3.4793, 0.7114, -1.0230], [4.1867, -0.7882, -0.3151], [2.2190, -1.0705, -1.9804], [0.9056, -1.4236, 0.5599], [-0.1566, -0.5176, -2.2264], [-2.0317, -1.8925, -1.6476], [-1.7032, -0.3632, 0.9696], [-4.2125, -1.1081, -0.4808], [-3.8784, -2.1981, 0.7884], [-4.0821, -0.5236, 1.1969], [0.1932, 5.4553, 1.6606], [1.4404, 5.0069, 2.4051], [0.4922, 4.8457, 2.3488]],
  "orbital_gap_ha": 0.3117
}

{
  "formula": "C2H6N6",
  "method": "ωB97M-V with the def2-TZVPD basis set",
  "elements": ["C", "C", "H", "H", "H", "H", "H", "H", "N", "N", "N", "N", "N", "N"],
  "coordinates": [[0.2930, 0.0926, 0.4005], [-2.4035, -0.6080, 0.3942], [3.4258, 0.4623, 0.2220], [2.5859, 1.4713, -1.0947], [1.4368, 1.7821, 1.0613], [-3.4099, -1.0864, 0.3481], [-2.0802, -1.2500, -1.5897], [0.3301, -0.6274, -1.3327], [2.4811, 0.5855, -0.5207], [1.3325, 0.8398, 0.3610], [-0.6005, 0.3007, 1.3680], [-1.8663, -0.3500, 1.5654], [-1.5559, -0.5959, -0.7573], [0.0313, -1.0167, -0.4254]],
  "orbital_gap_ha": 0.2964
}

Q: Which relative energy (zero: lowest compared OMol25 entry of this formula, charge and spin) values were calculated for the entries above? A: 0.36; 60.81; 112.76, in kcal/mol.
Q: Which E_tot values were calculated for the entries above? A: -6934.1840; -366.3370; -408.1162, in a.u..